1.
Formula: C18H28CuN8O9P2S
Source: OMol25
Level of theory: ωB97M-V/def2-TZVPD

```
67
Properties=species:S:1:pos:R:3
Cu -1.80198 -0.51533 -0.15040
C -3.51775 -4.28884 -2.17203
C -3.35287 -2.83348 -1.73783
O -4.41969 -2.03186 -2.23702
P -3.48532 -2.72660 0.09827
O -4.82220 -3.54192 0.47876
O -2.39852 -3.70309 0.71319
O -3.54914 -1.36232 0.70659
P -1.63991 -2.24557 -2.24457
O -2.08352 -0.78802 -2.71836
O -1.07080 -3.06943 -3.32679
O -0.86998 -2.19994 -0.90880
H -4.41151 -4.73485 -1.73481
H -2.64171 -4.86423 -1.87391
H -3.58487 -4.31606 -3.25821
H -4.01740 -1.20788 -2.55264
H -5.58425 -2.96469 0.31900
H -1.54998 -3.41154 0.27772
H -1.43676 -0.01134 -2.69429
N 5.58350 1.94994 -0.30341
C 4.36664 2.04966 -0.98520
C 3.61145 3.22060 -0.92176
C 2.41251 3.32160 -1.60937
C 1.96446 2.24931 -2.36452
C 2.72119 1.08663 -2.45803
C 3.91967 0.99184 -1.77859
S 0.38010 2.27765 -3.15569
O 0.01431 3.65329 -3.38027
O 0.49701 1.41026 -4.29809
N -0.65548 1.52859 -2.15533
C -1.12736 2.10455 -1.04014
N -0.60334 3.24213 -0.52004
C -1.22493 3.79442 0.50598
C -2.36388 3.25984 1.09120
C -2.76916 2.03715 0.58517
N -2.16796 1.43604 -0.43693
H 5.65962 2.53698 0.51031
H 5.87005 1.00342 -0.11562
H 3.96881 4.04912 -0.31686
H 1.80632 4.21558 -1.56332
H 2.35005 0.27005 -3.06501
H 4.51384 0.08589 -1.83959
H -0.77886 4.70934 0.89004
H -2.87222 3.73948 1.91477
H -3.61082 1.49582 1.00859
C -0.24507 0.46455 2.48414
N -0.04643 -0.49894 1.39337
C 1.18134 -0.12177 0.66660
N 2.35134 -0.12073 1.55801
C 2.09739 0.82991 2.64098
N 0.89292 0.49061 3.41180
C 1.06957 -0.86350 3.94819
N 1.30414 -1.85867 2.89808
C 0.16005 -1.83441 1.97893
C 2.49346 -1.45450 2.14162
H -1.14931 0.19581 3.03502
H -0.37476 1.45868 2.05426
H 1.05859 0.88011 0.25007
H 1.33375 -0.82811 -0.14927
H 1.98161 1.82847 2.21380
H 2.95310 0.83027 3.32097
H 0.17096 -1.14266 4.50190
H 1.92192 -0.86161 4.63183
H -0.74224 -2.12580 2.51941
H 0.33959 -2.53479 1.16560
H 2.66470 -2.17516 1.33919
H 3.35606 -1.45996 2.81333
```

Computed properties:
total charge: -1
HOMO level: -4.99 eV
relative energy (zero: lowest compared OMol25 entry of this formula, charge and spin): 5.4 kcal per mole


2.
Formula: C6H9N
Source: OMol25
Level of theory: ωB97M-V/def2-TZVPD

```
16
Properties=species:S:1:pos:R:3
C 1.63795 -0.28777 0.62392
C 1.08362 0.66681 -0.37758
C -1.28252 0.66380 -0.26260
C -1.49214 -0.50588 0.78297
C -0.79150 -0.66327 -0.62005
C 0.69776 -0.77869 -0.46087
H 2.63889 -0.42007 0.11537
H 1.44336 -0.67743 1.60191
H 1.73447 1.21496 -0.85850
H -0.28625 2.51033 -0.00464
H -2.00552 1.20985 -0.84955
H -2.33882 -1.12906 0.86318
H -0.66804 -0.41693 1.60639
H -1.42293 -1.27466 -1.37981
H 1.13770 -1.48518 -1.08198
N -0.08602 1.37319 0.30184
```

Computed properties:
structure (SMILES): C1[C@H]2[C@H]3C[C@H]3N[C@@H]12
HOMO level: -8.50 eV
relative energy (zero: lowest compared OMol25 entry of this formula, charge and spin): 124.4 kcal per mole


3.
Formula: C11H7ClO3
Source: OMol25
Level of theory: ωB97M-V/def2-TZVPD

```
22
Properties=species:S:1:pos:R:3
O 2.64925 -1.07846 -1.22787
O -0.86087 -1.64041 -3.78923
Cl 0.55796 1.69607 4.59968
O 1.18204 -1.63032 -2.77380
C 1.55020 -1.00879 -1.69141
C -0.10263 -1.29815 -2.88223
C 0.36432 -0.45952 -0.95273
C -0.62691 -0.60836 -1.77405
C 1.33198 0.06705 2.66413
C -0.38371 1.70946 2.07914
C 1.33664 -0.40729 1.33387
C -0.38016 1.13615 0.80056
C 0.41934 1.10958 2.98146
C 0.46441 0.13844 0.35627
C -2.11308 -0.12975 -1.72976
H 2.01178 -0.45824 3.33006
H -0.88920 2.60627 2.43769
H 2.00675 -1.23651 1.13701
H -1.05219 1.63897 0.16850
H -2.70039 -1.07368 -1.91119
H -2.37117 0.58696 -2.42191
H -2.39435 0.34054 -0.73418
```

Computed properties:
structure (SMILES): CC1=C(c2ccc(Cl)cc2)C(=O)OC1=O
HOMO level: -9.45 eV
relative energy (zero: lowest compared OMol25 entry of this formula, charge and spin): 20.8 kcal per mole


| no. | frontier orbital gap (eV) |
| --- | --- |
| 1 | 7.4 |
| 2 | 9.5 |
| 3 | 8.5 |